Version i
ORCA calculation (wB97M-V/def2-TZVPD) on 9 unconnected molecules or ions with the total composition H16NO11.

Structure (XYZ):
```
28
H16NO11 (wB97M-V/def2-TZVPD)
N 0.2546 10.4307 18.1120
O -0.9199 10.9119 18.2205
O 1.2418 11.1158 18.4311
O 0.4570 9.5724 17.1835
O 3.3233 10.6073 16.3779
H 3.4787 9.8052 16.8988
H 2.6175 11.0111 16.8398
O -1.8510 8.6963 15.4676
H -2.3803 9.2456 16.0639
H -1.1168 8.5559 16.0487
O -3.6704 10.6184 16.5918
H -3.0761 10.7549 17.3246
H -4.4843 10.6515 17.0169
O -1.4856 12.7218 16.0297
H -1.2236 12.0995 16.6937
H -2.3807 13.0502 16.1220
O 1.3532 8.5258 14.2737
H 1.9815 8.1455 14.9364
H 1.0632 9.3643 14.5578
O -0.9896 6.7495 17.7756
H -0.4816 6.4238 16.9519
H -0.2900 7.1708 18.3455
O 0.6156 11.1103 14.9677
H -0.1914 11.6486 14.9956
H 0.7209 10.7541 15.8538
O 1.8573 7.6307 18.7912
H 1.4778 8.3908 18.3461
H 2.6842 7.9682 19.0683
```

## Properties
Orbital gap   9.77 eV
LUMO energy   2.941 eV
Multiplicity   1
Net charge   -1



Version ii
ORCA calculation (wB97M-V/def2-TZVPD) on 9 unconnected molecules or ions with the total composition H16NO11.

Structure (XYZ):
```
28
H16NO11 (wB97M-V/def2-TZVPD)
N -0.1388 -0.4394 -0.1910
O 0.9432 -0.4854 0.5790
O -1.2468 -0.3954 0.4230
O -0.0188 -0.4644 -1.4510
O 3.6732 0.1096 -0.4700
H 2.9122 -0.4664 -0.5740
H 4.3822 -0.3814 0.0230
O -2.5368 -0.1714 -2.7640
H -3.1008 0.1276 -2.0010
H -1.8808 -0.4224 -2.2880
O 0.9142 2.4686 0.7950
H 0.9122 1.6416 0.6230
H 0.3232 2.4756 1.6950
O 2.1732 0.1696 3.0380
H 1.6662 -0.3644 2.3390
H 2.9462 0.5986 2.5700
O 0.9842 1.7716 -2.4700
H 0.3002 2.4686 -2.3240
H 0.8492 0.9856 -1.9290
O -2.4128 -1.6484 2.4030
H -1.8898 -1.0824 1.9200
H -2.3958 -1.1614 3.1290
O 1.1732 -2.5584 -2.7330
H 0.8592 -1.6224 -2.2610
H 0.3862 -2.9654 -2.8260
O -3.2768 0.9986 1.4250
H -3.9278 0.4316 1.8680
H -2.5718 0.3826 1.4510
```

## Properties
Orbital gap   10.64 eV
LUMO energy   3.002 eV
Multiplicity   1
Net charge   -1



Relative energies, unit kcal/mol: version i 0.0; version ii 45.8



Version i
ORCA calculation (wB97M-V/def2-TZVPD) on 3 unconnected molecules or ions with the total composition C4H12NO2S.

Structure (XYZ):
```
20
C4H12NO2S (wB97M-V/def2-TZVPD)
C 0.5402 0.3696 1.5328
C 0.9655 0.4955 0.0583
C 1.8290 -0.6109 -0.6172
S 3.4550 -0.8161 0.1891
N -0.1751 0.9084 -0.7616
C -1.0845 -0.1114 -1.2672
O -1.5104 -0.9375 -0.3150
H 1.2242 0.9225 2.1805
H 0.5903 -0.7058 1.8260
H -0.4590 0.7702 1.6682
H 1.7216 1.2614 -0.1301
H 1.9506 -0.2078 -1.6303
H 1.2946 -1.5406 -0.8477
H 2.5132 -0.6252 1.9383
H 0.1591 1.4097 -1.5810
H -0.7632 -0.6128 -2.2055
H -1.9481 0.4783 -1.6625
H -2.6935 -0.4152 0.4460
H -4.1289 0.0020 0.2333
O -3.4805 -0.0344 0.9456
```

## Properties
Orbital gap (spin up / spin down)   8.48 / 6.29 eV
LUMO energy (spin up / spin down)   -0.650 / -2.811 eV
Multiplicity   2
Net charge   0



Version ii
ORCA calculation (wB97M-V/def2-TZVPD) on 2 unconnected molecules or ions with the total composition C4H12NO2S.

Structure (XYZ):
```
20
C4H12NO2S (wB97M-V/def2-TZVPD)
C 2.0198 -1.2301 0.7640
C 1.0579 -0.6837 -0.2566
C 1.3680 0.7912 -0.5679
S 2.8533 0.9660 -1.6049
N -0.3023 -0.8045 0.2692
C -1.4528 -0.2492 -0.4347
O -1.8958 0.8812 0.0986
H 1.6767 -2.1626 1.2253
H 3.0092 -1.3963 0.3574
H 2.1482 -0.5591 1.6122
H 1.0375 -1.3162 -1.1469
H 0.5524 1.2661 -1.1123
H 1.5332 1.2453 0.4062
H 2.3141 0.4939 -2.7353
H -0.4223 -0.5607 1.2604
H -1.2013 -0.0773 -1.4927
H -2.1622 -1.0747 -0.3494
H -4.7596 1.2031 1.1197
H -3.2822 1.5104 1.0536
O -4.0917 1.7571 1.5342
```

## Properties
Orbital gap (spin up / spin down)   9.85 / 6.68 eV
LUMO energy (spin up / spin down)   0.627 / -2.458 eV
Multiplicity   2
Net charge   0



Relative energies, unit kcal/mol: version i 68.5; version ii 0.0



Version i
ORCA calculation (wB97M-V/def2-TZVPD) on a gas-phase ion, C5H12N2O (charge -1).

Structure (XYZ):
```
20
C5H12N2O (wB97M-V/def2-TZVPD)
C -1.6179 -0.7007 -1.0126
N -0.8554 -0.4103 0.0969
C 0.7820 -0.3504 2.6823
C 0.8056 0.7232 1.5513
C 0.5549 0.0463 0.2047
C 0.7836 1.1052 -0.9174
N 1.6339 0.5185 -1.9552
O -2.6984 -1.2329 -0.8278
H -1.1520 -0.3265 -1.9186
H -1.2970 -0.5421 0.9963
H 1.1233 -1.3217 2.3047
H -0.1683 -0.5215 3.1935
H 1.5256 -0.0470 3.4325
H 0.1079 1.5021 1.8197
H 1.7482 1.2532 1.5812
H 1.2316 -0.7619 -0.0474
H -0.0767 1.5098 -1.4588
H 1.2274 1.9762 -0.3914
H 2.6037 0.3256 -1.7098
H 1.7508 1.2101 -2.7005
```

## Properties
Orbital gap (spin up / spin down)   2.59 / 9.47 eV
LUMO energy (spin up / spin down)   3.804 / 3.770 eV
Multiplicity   2
Net charge   -1



Version ii
ORCA calculation (wB97M-V/def2-TZVPD) on a gas-phase ion, C5H12N2O (charge -1).

Structure (XYZ):
```
20
C5H12N2O (wB97M-V/def2-TZVPD)
C 0.1130 -2.2667 1.1467
N -0.9022 -1.3318 0.6070
C -0.3706 -0.0900 0.1203
C 0.4107 0.7755 1.1789
C 0.5208 2.1525 0.4718
O -0.3725 2.5725 -0.2723
C 0.4607 -0.0774 -1.1679
N 0.0180 -1.0685 -2.1576
H 0.9859 -2.2880 0.4846
H 0.5070 -1.8854 2.0741
H -0.3461 -3.2026 1.2851
H -1.6256 -1.1950 1.3549
H -1.2942 0.4320 -0.0567
H 0.0627 0.6135 2.1786
H 1.5677 0.3877 1.1786
H 1.3684 2.8253 0.8031
H 0.3350 0.8816 -1.5976
H 1.4698 -0.4777 -0.7328
H 0.1465 -2.0153 -1.8859
H -0.8151 -0.8179 -2.5524
```

## Properties
Orbital gap (spin up / spin down)   3.34 / 6.95 eV
LUMO energy (spin up / spin down)   3.861 / 3.824 eV
Multiplicity   2
Net charge   -1



Relative energies, unit kcal/mol: version i 0.0; version ii 27.5



Version i
ORCA calculation (wB97M-V/def2-TZVPD) on a gas-phase ion, C2H6NO (charge -1).

Structure (XYZ):
```
10
C2H6NO (wB97M-V/def2-TZVPD)
N -1.2259 0.7056 0.4681
C -0.4624 -0.4382 -0.0821
C 1.0897 -0.2561 -0.0721
O 1.7399 -1.2722 -0.6381
H -0.5659 1.4410 0.7305
H -1.6970 1.1950 -0.2997
H -0.7817 -0.6612 -1.1034
H -0.6733 -1.3232 0.5170
H 1.2959 -0.1312 1.0341
H 1.2807 0.7406 -0.5543
```

## Properties
SMILES   NCC[O-]
Orbital gap   6.91 eV
LUMO energy   4.791 eV
Multiplicity   1
Net charge   -1



Version ii
ORCA calculation (wB97M-V/def2-TZVPD) on a gas-phase ion, C2H6NO (charge -1).

Structure (XYZ):
```
10
C2H6NO (wB97M-V/def2-TZVPD)
C -0.3194 -1.0419 -0.4940
N 0.0460 -0.3574 0.7820
C 0.1399 1.1675 0.4200
O 0.5882 1.3586 -0.8064
H -0.9146 -0.3536 -1.1144
H -1.0048 -1.9056 -0.3419
H 0.5900 -1.3589 -1.0395
H 1.0831 -0.6581 0.8551
H 0.7122 1.6032 1.2899
H -0.9206 1.5461 0.4491
```

## Properties
SMILES   CNC[O-]
Orbital gap   7.08 eV
LUMO energy   4.818 eV
Multiplicity   1
Net charge   -1



Relative energies, unit kcal/mol: version i 0.0; version ii 7.0



Version i
ORCA calculation (wB97M-V/def2-TZVPD) on a molecular structure, C5H8CsO3.

Structure (XYZ):
```
17
C5H8CsO3 (wB97M-V/def2-TZVPD)
Cs 1.4470 -0.0480 -1.9395
O -0.7204 -1.0403 0.5060
O -0.8697 -0.1372 2.6166
C 0.3075 0.6193 2.8255
C 0.1131 1.8139 1.9025
O -0.4777 1.2307 0.7609
C -1.2311 -0.1035 1.2476
H 0.3653 0.8914 3.8853
H 1.1944 0.0300 2.5365
H 1.0560 2.3275 1.6661
H -0.5701 2.5506 2.3590
C -2.7595 0.0843 1.1580
C -3.5313 -1.1023 1.6072
H -3.0261 0.9728 1.7468
H -2.9688 0.3049 0.0996
H -3.5929 -1.9895 0.9756
H -3.9015 -1.1742 2.6305
```

## Properties
Orbital gap (spin up / spin down)   5.50 / 6.13 eV
LUMO energy (spin up / spin down)   -0.954 / -0.955 eV
Multiplicity   2
Net charge   0



Version ii
ORCA calculation (wB97M-V/def2-TZVPD) on a molecular structure, C5H8CsO3.

Structure (XYZ):
```
17
C5H8CsO3 (wB97M-V/def2-TZVPD)
Cs -0.9644 2.1969 0.2037
O 1.0969 -0.5181 0.6699
O 0.4423 -2.6927 0.3686
C -0.9764 -2.6908 0.3668
C -1.3369 -2.0299 -0.9581
O -0.4157 -0.9692 -1.0475
C 0.9528 -1.4970 -0.1591
H -1.3185 -3.7294 0.4380
H -1.3418 -2.0988 1.2227
H -2.3918 -1.7158 -0.9867
H -1.1955 -2.7436 -1.7898
C 2.1538 -1.8385 -1.0600
C 3.3632 -2.2776 -0.3177
H 1.8275 -2.6105 -1.7712
H 2.3638 -0.9246 -1.6372
H 3.9724 -1.5510 0.2213
H 3.5653 -3.3374 -0.1584
```

## Properties
Orbital gap (spin up / spin down)   5.68 / 6.21 eV
LUMO energy (spin up / spin down)   -0.924 / -0.925 eV
Multiplicity   2
Net charge   0



Relative energies, unit kcal/mol: version i 0.0; version ii 3.1